Entry a
Below is a 2-piece molecular cluster, C2H4O4 overall, with properties calculated with wB97M-V/def2-TZVPD.

Bonds (Å) are listed after each position.
CARTESIAN COORDINATES (ANGSTROEM)
1 O 2.043 1.441 -0.297  C2 1.139
2 C 1.056 1.881 -0.658  O1 1.139, O3 1.138
3 O 0.124 2.366 -1.095  C2 1.138
4 C 0.066 -1.452 0.312  O5 1.452, H7 1.213, H8 1.047, H9 1.020
5 O -0.264 -0.040 0.391  C4 1.452, O6 1.441
6 O -1.605 0.028 -0.133  O5 1.441, H10 0.944
7 H -0.362 -1.874 1.366  C4 1.213
8 H 1.103 -1.320 0.359  C4 1.047
9 H -0.285 -1.842 -0.563  C4 1.020
10 H -1.876 0.812 0.318  O6 0.944

Output
net charge: 0
highest occupied orbital energy: -9.9230 eV
gap between HOMO and LUMO: 10.63 eV

Entry b
Below is one molecule with the formula C2H4O4, with properties calculated with wB97M-V/def2-TZVPD.

Bonds (Å) are listed after each position.
CARTESIAN COORDINATES (ANGSTROEM)
1 C -0.618 -0.518 0.320  C2 1.536, O3 1.319, O4 1.451, H7 1.196
2 C 0.765 0.131 0.160  C1 1.536, O5 1.333, O6 1.296
3 O -0.485 -1.230 -0.782  C1 1.319
4 O -1.568 0.579 0.333  C1 1.451, H8 1.032
5 O 0.675 1.245 -0.567  C2 1.333, H9 0.929
6 O 1.895 -0.453 0.402  C2 1.296, H10 0.931
7 H -0.731 -1.250 1.259  C1 1.196
8 H -2.364 0.399 -0.300  O4 1.032
9 H -0.232 1.347 -0.741  O5 0.929
10 H 2.663 -0.250 -0.085  O6 0.931

Output
net charge: 0
highest occupied orbital energy: -8.8397 eV
gap between HOMO and LUMO: 9.14 eV

The structures above, arranged from the most stable to the least stable: entry b, entry a.